# 1
95
Properties=species:S:1:pos:R:3:lowdin_charge:R:1 method="wB97M-V/def2-TZVPD" multiplicity=2 s2=0.9961 homo_ha="-0.591 / -0.604" relative_energy_kcal_mol=1.5 fmax_ha_per_bohr=0.0139 charge=+3 homo_lumo_gap_ev="6.4 / 6.1"
Re 0.63382 -1.20809 0.87793 1.62
C -1.13419 4.78113 3.98367 -0.01
C -1.09153 3.46786 3.26165 -0.21
C -1.84668 3.23821 2.11920 0.01
C -1.84262 1.99748 1.50326 -0.03
C -1.06625 0.95770 2.00253 -0.24
N -1.14518 -0.32522 1.36664 -0.02
C -2.38066 -0.88515 1.26259 -0.17
C -3.46199 -0.35222 2.02647 0.04
C -4.73296 -0.83970 1.92480 0.03
C -5.02868 -1.89393 1.05185 -0.18
C -6.40628 -2.44371 0.94324 0.00
C -3.96312 -2.46503 0.32977 0.06
C -2.66915 -2.01708 0.43116 -0.04
C -1.60157 -2.82357 -0.28086 -0.22
O -0.34806 -2.17536 -0.29798 -0.23
C -1.92906 -3.12081 -1.77481 -0.57
F -0.83387 -3.50076 -2.41635 0.20
F -2.37683 -1.99697 -2.35220 0.17
F -2.84795 -4.06535 -1.89783 0.21
C -1.32790 -4.13517 0.52537 -0.56
F -0.39100 -4.86280 -0.06169 0.21
F -0.85708 -3.75370 1.73729 0.15
F -2.40865 -4.85833 0.70246 0.23
C -0.24300 1.18904 3.11522 -0.07
C -0.28771 2.42739 3.73605 0.06
C 0.69515 0.10612 3.60255 -0.19
O 1.19021 -0.59919 2.46549 -0.22
C 0.00392 -0.93434 4.53274 -0.56
F 0.78510 -1.98272 4.74258 0.21
F -1.11479 -1.38085 3.93834 0.17
F -0.32063 -0.36853 5.67931 0.23
C 2.01100 0.65588 4.24422 -0.57
F 2.56217 1.52536 3.38684 0.18
F 1.80825 1.25816 5.40076 0.21
F 2.87209 -0.33783 4.42649 0.20
H -1.47744 5.58387 3.33450 0.09
H -0.15720 5.04796 4.38422 0.10
H -1.82475 4.71827 4.82748 0.11
H -2.46523 4.03116 1.71720 0.13
H -2.45833 1.81650 0.63175 0.13
H -3.25941 0.43172 2.73995 0.13
H -5.51713 -0.41778 2.54040 0.14
H -7.15232 -1.65126 0.99519 0.10
H -6.59665 -3.11362 1.78842 0.12
H -6.54840 -3.01594 0.02899 0.10
H -4.19209 -3.30991 -0.30386 0.14
H 0.31170 2.61737 4.61479 0.14
C 1.15694 2.37232 -0.80172 -0.15
Ge 1.80934 0.49443 -0.71762 1.03
C 1.85233 -0.09784 -2.56440 -0.33
C 0.80224 -0.73720 -3.22363 -0.12
C 0.91407 -1.05187 -4.57010 -0.04
C 2.06334 -0.71098 -5.27255 -0.03
C 3.11117 -0.06732 -4.62784 -0.04
C 3.01377 0.22983 -3.27362 -0.10
C 3.49206 0.27208 0.19987 -0.27
C 4.39927 1.25183 0.53437 -0.06
C 5.44747 0.99374 1.43928 -0.02
C 5.52933 -0.22165 2.06152 0.02
C 4.60246 -1.24659 1.75386 -0.15
C 4.59847 -2.48085 2.45393 0.07
C 3.68327 -3.47913 2.19791 -0.01
C 2.79425 -3.31519 1.13941 -0.02
C 2.70802 -2.10243 0.43163 -0.27
C 3.62307 -1.02005 0.76889 -0.21
H 1.96255 3.08059 -0.61388 0.10
H 0.32283 2.60288 -0.14444 0.08
H 1.34239 2.44277 -2.83686 0.15
H -0.10078 -1.00291 -2.68858 0.07
H 0.10648 -1.56951 -5.07180 0.12
H 2.14907 -0.96040 -6.32178 0.12
H 4.01220 0.18525 -5.17077 0.12
H 3.85796 0.69257 -2.77127 0.11
H 4.31757 2.24748 0.11355 0.11
H 6.15990 1.77434 1.66784 0.13
H 6.29567 -0.40915 2.80325 0.14
H 5.34698 -2.63549 3.22345 0.15
H 3.71164 -4.40172 2.75944 0.13
H 2.17139 -4.14312 0.82156 0.12
H 2.40948 -2.19390 -0.62143 0.12
O 0.67788 2.68393 -2.16456 -0.04
C -0.73387 1.96973 -2.58008 -0.24
O -1.18942 1.35954 -1.69734 0.19
C -1.03631 2.28303 -3.94484 -0.16
C -2.02081 1.48663 -4.54969 0.01
C -2.36244 1.72082 -5.86437 -0.02
C -1.73853 2.74607 -6.57051 0.00
C -0.77378 3.54738 -5.96620 -0.02
C -0.41666 3.32275 -4.65240 0.01
H -2.49351 0.69424 -3.98359 0.13
H -3.11677 1.11326 -6.34466 0.13
H -2.01388 2.92962 -7.60072 0.13
H -0.31355 4.35349 -6.52001 0.13
H 0.29834 3.98047 -4.17629 0.13

***

# 2
92
Properties=species:S:1:pos:R:3:lowdin_charge:R:1 method="wB97M-V/def2-TZVPD" multiplicity=2 s2=0.7538 homo_ha="-0.286 / -0.314" relative_energy_kcal_mol=5.2 fmax_ha_per_bohr=0.0220 charge=0 homo_lumo_gap_ev="6.7 / 7.1"
Zn 0.20984 -0.01376 -0.10454 0.41
Se 4.61926 6.08244 1.37955 1.11
N 4.88659 4.59453 0.43336 -0.22
C 3.84846 3.82774 0.62835 -0.34
C 3.66231 2.53917 -0.03299 -0.08
C 4.59137 2.00473 -0.92108 0.02
C 4.30568 0.81480 -1.55627 -0.02
C 3.08603 0.19923 -1.29610 -0.10
N 2.20291 0.70293 -0.44921 0.07
C 2.48105 1.83959 0.19611 -0.13
C 1.49745 2.30933 1.18709 -0.13
N 0.47799 1.48636 1.46277 0.09
C -0.41496 1.85272 2.36531 -0.15
C -0.34831 3.07181 3.03696 0.00
C 0.69731 3.92073 2.76341 0.03
C 1.65562 3.53153 1.82514 -0.08
C 2.83108 4.33981 1.51265 -0.34
N 3.05221 5.52205 2.01967 -0.21
H 5.51414 2.53866 -1.10040 0.12
H 5.00144 0.36205 -2.24709 0.11
H 2.80537 -0.72720 -1.78411 0.11
H -1.21713 1.15150 2.55037 0.10
H -1.11429 3.33106 3.75229 0.12
H 0.79995 4.87702 3.25728 0.12
O -3.40016 -1.26886 0.14325 0.11
C -2.21713 -1.48187 0.13743 -0.67
O -1.34146 -0.87171 0.92448 -0.36
C -1.58613 -2.52598 -0.79088 -0.23
P -0.29793 -1.75384 -1.84960 1.06
C -1.10065 -1.17957 -3.36706 -0.36
C -2.28075 -1.71496 -3.87265 -0.06
C -2.77929 -1.27123 -5.08766 -0.07
C -2.10558 -0.29280 -5.80440 -0.08
C -0.94054 0.26150 -5.29626 -0.07
C -0.44829 -0.17400 -4.07698 -0.12
C 0.73261 -3.15497 -2.43428 -0.34
C 0.93214 -4.30046 -1.66557 -0.11
C 1.77046 -5.31342 -2.10741 -0.08
C 2.43561 -5.19169 -3.31704 -0.09
C 2.25871 -4.04763 -4.08159 -0.08
C 1.41467 -3.03946 -3.64511 -0.09
H -2.34686 -3.07411 -1.34236 0.09
H -1.05039 -3.21542 -0.13563 0.05
H -2.81583 -2.48360 -3.33293 0.10
H -3.69701 -1.69245 -5.47501 0.11
H -2.50376 0.05774 -6.74660 0.11
H -0.42757 1.04376 -5.83852 0.11
H 0.43942 0.28451 -3.65736 0.09
H 0.44551 -4.41384 -0.70847 0.08
H 1.89770 -6.20220 -1.50369 0.11
H 3.08761 -5.98242 -3.66231 0.10
H 2.77211 -3.94199 -5.02851 0.10
H 1.27433 -2.16188 -4.26512 0.10
Cl 0.82437 -0.67479 4.13832 0.11
Ge -0.15865 -1.87132 2.60940 -0.03
Cl 1.40042 -2.22822 1.09963 0.21
Cl -0.46077 -3.82279 3.50308 0.08
O -0.75523 1.28502 -1.20780 -0.36
Si -1.28040 2.74538 -1.53908 0.44
C 0.16184 3.96559 -1.68453 -0.22
C 0.19058 5.23120 -1.09508 -0.08
C 1.25373 6.10328 -1.29840 -0.09
C 2.31399 5.73034 -2.11095 -0.10
C 2.31222 4.47496 -2.70404 -0.09
C 1.25275 3.60648 -2.48287 -0.11
C -2.25328 2.92994 -3.14232 -0.22
C -1.91960 3.83467 -4.14832 -0.09
C -2.74185 4.02420 -5.25323 -0.09
C -3.91798 3.30175 -5.37108 -0.10
C -4.26281 2.38305 -4.38699 -0.09
C -3.44045 2.20443 -3.28796 -0.09
C -2.52816 3.31599 -0.24519 -0.21
C -3.12045 4.58300 -0.27283 -0.10
C -4.06222 4.96162 0.67037 -0.09
C -4.46034 4.06355 1.65334 -0.10
C -3.92857 2.78342 1.66706 -0.08
C -2.97456 2.41857 0.72504 -0.10
H -0.63149 5.54756 -0.46605 0.09
H 1.24819 7.07957 -0.82962 0.10
H 3.13840 6.41166 -2.28100 0.10
H 3.13754 4.17538 -3.33924 0.10
H 1.26076 2.63008 -2.95792 0.10
H -1.00402 4.40859 -4.06912 0.09
H -2.47099 4.74543 -6.01401 0.10
H -4.56777 3.45508 -6.22304 0.10
H -5.17610 1.80906 -4.47892 0.10
H -3.72958 1.49616 -2.51975 0.11
H -2.85891 5.28112 -1.06069 0.10
H -4.50190 5.95019 0.63125 0.10
H -5.20178 4.35470 2.38565 0.10
H -4.27123 2.06129 2.39726 0.10
H -2.60536 1.39897 0.70515 0.07